[1]
DFT (wB97M-V/def2-TZVPD) results for a structure of composition C45H45EuN5O5STe in a non-equilibrium geometry.

The multiplicity is 7. As for the net charge: -1. For the HOMO-LUMO gap (spin up / spin down), the calculation gives 6.446 / 6.487 eV.

```
103
Properties=species:S:1:pos:R:3:forces:R:3:mulliken_charge:R:1
Eu -0.463 -0.047 -0.053 -0.01 -2.29 0.56 0.0662
N 0.955 -2.207 0.592 0.22 0.14 0.16 -0.2077
C 2.309 -2.059 0.028 0.39 0.25 0.16 -0.5150
C 2.774 -0.580 0.142 0.20 -1.37 -0.06 0.4119
O 3.910 -0.326 0.554 0.03 0.13 -0.06 -0.8176
N 1.838 0.268 -0.252 -0.44 0.97 0.18 0.1510
C 2.179 1.675 -0.081 0.16 0.06 -0.15 -0.4666
C 0.909 2.536 -0.181 1.60 0.93 -0.52 0.2526
O 0.957 3.615 -0.779 -0.14 -0.19 0.20 -0.8488
O -0.123 2.059 0.387 -0.43 0.32 0.53 -0.0929
H 1.036 -2.157 1.611 -0.13 0.00 -0.31 -0.0741
H 0.597 -3.140 0.370 -0.14 0.50 -0.01 0.2091
H 2.280 -2.345 -1.031 0.02 0.06 0.21 0.3432
H 3.049 -2.685 0.548 -0.13 0.16 -0.17 0.3118
H 2.918 2.006 -0.826 -0.21 0.05 0.22 0.2667
H 2.622 1.834 0.917 -0.02 0.07 -0.20 0.2998
C -4.924 1.627 5.734 0.01 -0.03 -0.09 -1.6689
C -3.778 1.246 4.839 -0.06 -0.02 0.17 0.2571
C -2.594 0.750 5.341 -0.10 0.08 -0.19 -0.6742
C -1.564 0.269 4.523 -0.34 0.11 -0.34 -0.2271
C -0.343 -0.185 5.178 0.22 0.00 0.29 -0.5916
O -0.121 0.019 6.365 0.01 -0.03 -0.32 -0.7032
C 0.664 -0.957 4.385 0.54 -0.35 0.22 0.8657
C 1.894 -0.407 4.039 -0.22 0.01 0.13 -0.2118
C 2.891 -1.200 3.496 0.14 0.01 0.01 -0.4183
C 2.683 -2.559 3.324 0.02 -0.10 0.03 -0.2801
C 1.444 -3.106 3.626 0.10 -0.10 0.19 -0.9786
C 0.441 -2.310 4.153 -0.01 0.06 0.06 0.0239
C -1.712 0.246 3.103 -0.66 0.38 0.58 0.9026
O -0.879 -0.301 2.304 0.33 0.09 -0.77 -0.2701
C -2.904 0.906 2.612 0.15 -0.20 0.19 -0.0555
C -3.896 1.358 3.451 0.27 -0.12 -0.03 0.0409
C -2.974 1.006 1.147 -0.17 -0.39 -0.13 -0.7075
N -2.963 -0.047 0.398 -0.16 0.84 0.65 0.7439
C -3.285 -1.347 0.957 0.28 -0.18 0.33 -0.0202
C -4.531 -1.849 0.251 0.11 0.11 -0.34 -1.8561
Te -4.523 -1.160 -1.793 -1.01 0.05 -0.38 0.3648
C -5.769 0.574 -1.542 0.19 -0.40 0.00 -0.3415
C -5.989 1.219 -0.331 0.00 -0.27 -0.01 0.3910
C -6.631 2.444 -0.291 -0.12 0.12 0.06 -0.5461
C -7.071 3.049 -1.454 -0.03 0.07 0.02 -0.5912
C -6.875 2.408 -2.666 -0.01 0.13 -0.12 -0.6020
C -6.234 1.185 -2.706 0.16 -0.32 -0.04 -0.3352
C -2.937 2.327 0.495 -0.13 0.36 -0.26 1.0171
C -3.140 2.419 -0.884 -0.10 -0.16 0.17 -0.4175
C -3.141 3.643 -1.516 0.01 0.05 -0.06 -0.8853
C -2.926 4.799 -0.785 0.00 0.03 0.03 -0.6716
C -2.707 4.719 0.581 -0.02 0.15 0.06 -1.1846
C -2.716 3.496 1.223 -0.05 -0.20 -0.02 -0.4942
H -4.614 1.631 6.776 0.00 0.08 0.09 0.3495
H -5.744 0.913 5.638 -0.05 0.00 0.02 0.3218
H -5.314 2.611 5.473 -0.06 0.09 0.08 0.3553
H -2.435 0.719 6.411 0.04 -0.06 0.04 0.4456
H 2.074 0.645 4.203 0.00 0.11 0.02 0.4537
H 3.831 -0.757 3.203 0.05 0.02 -0.04 0.2895
H 3.475 -3.188 2.941 0.01 0.03 -0.08 0.4927
H 1.258 -4.158 3.453 0.00 -0.06 0.03 0.3339
H -0.517 -2.745 4.397 -0.16 -0.02 0.03 0.4035
H -4.797 1.784 3.022 -0.01 0.09 -0.04 0.5384
H -3.445 -1.318 2.045 0.07 -0.02 -0.23 0.2992
H -2.465 -2.046 0.750 -0.07 0.13 0.12 0.3759
H -5.439 -1.483 0.725 -0.10 0.09 -0.09 0.4903
H -4.562 -2.934 0.241 -0.06 -0.07 -0.10 0.6109
H -5.637 0.775 0.588 0.04 -0.02 0.13 0.2592
H -6.771 2.946 0.654 -0.01 0.03 0.17 0.3885
H -7.558 4.013 -1.417 -0.03 0.07 0.01 0.3835
H -7.209 2.872 -3.585 -0.04 -0.02 -0.04 0.3766
H -6.077 0.684 -3.653 -0.02 0.04 -0.13 0.3525
H -3.298 1.518 -1.459 -0.02 -0.03 0.06 0.6105
H -3.311 3.693 -2.584 -0.03 0.01 -0.06 0.6144
H -2.931 5.760 -1.280 0.03 0.10 -0.02 0.4782
H -2.515 5.617 1.149 0.02 0.08 0.04 0.3843
H -2.522 3.440 2.285 0.02 -0.01 0.03 0.5310
S -1.362 -2.367 -1.506 -0.32 -0.24 0.00 -0.5445
C -0.147 -2.678 -2.718 -0.11 0.07 0.07 0.9172
C 0.751 -1.675 -3.097 -0.11 0.11 0.15 -0.4296
C 1.632 -1.877 -4.140 0.14 0.06 -0.09 -0.9893
C 1.667 -3.093 -4.806 0.10 0.01 -0.06 -0.5513
C 0.826 -4.114 -4.390 0.06 -0.12 -0.17 -0.4794
C -0.075 -3.918 -3.362 0.04 0.16 0.06 -0.9221
H 0.749 -0.730 -2.551 0.08 -0.24 -0.36 0.7194
H 2.296 -1.077 -4.438 0.11 0.06 0.01 0.4335
H 2.351 -3.247 -5.629 0.06 -0.02 -0.03 0.3688
H 0.871 -5.073 -4.886 -0.02 -0.12 -0.05 0.3351
H -0.737 -4.712 -3.044 -0.06 -0.02 -0.02 0.4382
N -0.835 1.117 -2.202 0.22 0.19 -0.20 -0.0314
C -0.618 1.973 -2.951 -0.23 -0.88 0.63 -0.1520
N -0.423 2.868 -3.858 0.14 0.40 -0.44 0.4945
C -0.047 4.240 -3.534 0.10 0.75 0.36 -0.1864
C 0.483 4.919 -4.796 0.08 -0.17 -0.02 -0.8893
C 1.385 3.954 -5.563 -0.10 0.14 -0.06 -0.6302
C 0.573 2.760 -6.087 -0.07 -0.03 0.12 -0.6734
C -0.694 2.564 -5.247 -0.11 -0.23 -0.66 -0.9110
H 0.702 4.211 -2.733 -0.19 0.03 -0.23 0.4819
H -0.921 4.779 -3.145 0.13 -0.07 0.00 -0.0753
H 1.037 5.816 -4.517 -0.09 0.01 0.07 0.4565
H -0.346 5.228 -5.439 0.05 0.10 0.02 0.3421
H 2.164 3.600 -4.887 0.08 0.02 -0.01 0.3025
H 1.866 4.473 -6.393 0.11 -0.05 0.05 0.4021
H 1.182 1.858 -6.052 -0.01 -0.09 -0.03 0.2633
H 0.276 2.913 -7.125 -0.01 0.01 -0.06 0.3742
H -1.062 1.540 -5.322 -0.01 0.08 0.04 0.4556
H -1.487 3.232 -5.607 0.02 -0.12 0.08 0.3775
```
Forces are in eV/Å.

=====

[2]
DFT (wB97M-V/def2-TZVPD) results for a structure of composition C45H45N2OP2S4Ti.

As for the net charge: +1. For the HOMO-LUMO gap, the calculation gives 7.480 eV.

```
100
Properties=species:S:1:pos:R:3:forces:R:3:mulliken_charge:R:1
Ti 0.652 0.949 0.298 0.07 -0.58 0.53 -0.5194
S 2.664 -0.247 -0.178 0.04 -0.04 -0.13 -0.8546
P 1.317 -1.789 -0.171 0.04 0.04 -0.10 0.8180
C -0.158 -0.961 -0.011 0.31 0.24 0.28 -0.2663
P -1.207 -0.998 1.335 -0.08 -0.07 -0.16 2.0858
S -0.472 0.496 2.485 -0.11 0.22 -0.17 -0.8181
C -1.352 -2.555 2.230 0.04 0.05 0.08 0.8167
C -0.773 -2.729 3.480 0.04 -0.04 0.00 -0.3037
C -0.928 -3.935 4.149 0.01 0.01 -0.01 -0.6251
C -1.656 -4.962 3.567 0.01 0.00 -0.01 -0.6501
C -2.230 -4.791 2.313 0.01 -0.02 0.01 -0.6911
C -2.083 -3.587 1.645 -0.03 0.00 -0.02 -0.6142
C -2.907 -0.561 0.923 -0.03 -0.07 0.00 0.1389
C -3.290 -0.276 -0.378 0.03 0.05 -0.01 0.6321
C -4.598 0.112 -0.647 0.01 0.00 0.00 -0.4830
C -5.516 0.211 0.385 0.00 0.00 0.02 -0.6219
C -5.132 -0.075 1.692 0.00 0.00 -0.02 -0.6586
C -3.832 -0.458 1.963 -0.02 -0.02 0.01 -0.9370
C 1.435 -2.725 -1.703 -0.03 -0.01 0.01 0.3943
C 0.276 -3.228 -2.280 -0.01 -0.01 0.00 0.0537
C 0.358 -4.002 -3.430 0.00 0.00 0.01 -0.7949
C 1.594 -4.260 -4.003 0.01 0.00 0.00 -0.6385
C 2.753 -3.753 -3.426 -0.01 0.00 0.01 -0.7587
C 2.677 -2.990 -2.273 0.02 0.00 -0.02 -0.6122
C 1.796 -2.974 1.107 0.01 -0.01 0.02 1.1015
C 1.300 -4.276 1.048 -0.02 -0.02 0.00 -0.4926
C 1.629 -5.185 2.039 0.00 0.01 0.01 -0.6946
C 2.462 -4.806 3.084 -0.02 -0.02 0.00 -0.6989
C 2.968 -3.516 3.137 0.00 0.00 0.00 -0.7143
C 2.635 -2.600 2.150 0.02 0.02 -0.01 -0.6260
H -0.202 -1.924 3.928 0.00 0.02 0.00 0.1889
H -0.482 -4.070 5.125 0.00 0.00 0.01 0.4729
H -1.781 -5.899 4.092 0.00 0.00 0.00 0.4120
H -2.804 -5.590 1.865 0.00 0.00 -0.01 0.4597
H -2.554 -3.445 0.678 0.00 0.02 0.00 0.4122
H -2.565 -0.344 -1.174 -0.01 0.01 0.02 -0.1816
H -4.894 0.337 -1.663 0.00 0.00 -0.01 0.4864
H -6.534 0.512 0.177 -0.01 0.00 0.00 0.4181
H -5.850 0.004 2.498 0.00 0.00 0.00 0.4461
H -3.535 -0.671 2.984 0.01 -0.01 0.00 0.3773
H -0.686 -2.995 -1.840 0.01 -0.02 0.01 0.4294
H -0.544 -4.394 -3.882 0.00 -0.01 -0.01 0.4716
H 1.658 -4.856 -4.903 0.00 0.00 -0.01 0.4093
H 3.716 -3.953 -3.878 0.00 0.00 -0.01 0.4400
H 3.580 -2.591 -1.827 0.00 0.00 0.01 0.4554
H 0.667 -4.586 0.226 -0.01 0.01 -0.01 0.4008
H 1.242 -6.194 1.991 0.00 -0.01 0.00 0.4826
H 2.727 -5.523 3.850 0.00 0.00 0.00 0.4262
H 3.635 -3.226 3.939 0.00 0.00 0.00 0.4755
H 3.053 -1.602 2.165 0.00 0.00 0.01 0.5523
C 2.375 2.805 -2.447 0.04 -0.01 -0.02 -0.4178
C 2.519 3.435 -1.110 0.00 -0.08 -0.02 0.0921
N 2.180 2.888 0.034 -0.18 0.05 0.02 0.5638
C 2.507 3.723 1.088 0.10 0.00 0.05 -0.4333
C 3.083 4.899 0.733 -0.03 -0.05 0.00 -0.3971
S 3.227 4.982 -0.961 0.05 0.03 -0.01 -0.2350
C 2.321 3.259 2.460 0.02 0.08 0.00 -0.1089
C 2.408 4.017 3.585 -0.02 -0.05 -0.04 -0.8131
S 2.333 3.004 4.953 -0.02 0.04 0.03 -0.2387
C 2.156 1.631 3.938 -0.02 -0.06 -0.01 0.4910
N 2.150 1.912 2.663 -0.01 -0.01 0.02 -0.0038
C 2.035 0.267 4.532 0.05 -0.02 0.00 -0.8540
H 2.139 1.755 -2.323 0.03 0.07 0.00 -0.7651
H 3.307 2.887 -3.006 0.00 0.02 -0.01 0.6400
H 1.581 3.281 -3.025 0.03 -0.01 0.01 0.3273
H 3.448 5.679 1.378 0.01 0.01 0.01 0.4687
H 2.526 5.084 3.670 0.01 0.02 0.00 0.4828
H 2.795 0.121 5.300 0.01 -0.01 0.00 0.6229
H 2.160 -0.481 3.756 -0.02 0.00 0.00 -0.2019
H 1.056 0.126 4.990 0.00 0.02 0.01 0.3505
C -0.525 5.422 -0.078 0.03 0.01 0.02 -1.2798
C -1.481 4.253 -0.313 -0.03 -0.01 0.00 0.4749
C -1.447 3.293 0.864 0.03 -0.03 0.09 -1.2186
C -1.309 3.671 -1.712 -0.05 0.04 -0.10 0.2715
C -1.811 4.477 -2.736 0.02 -0.02 0.05 -0.8946
C -1.777 4.084 -4.054 0.00 0.01 0.00 -1.5893
C -1.279 2.830 -4.364 0.05 -0.02 -0.01 -1.2090
C -0.770 1.967 -3.398 -0.07 0.11 -0.08 0.0258
C -0.410 0.571 -3.897 -0.06 0.01 0.00 0.6361
C 1.033 0.102 -3.750 0.03 -0.04 0.00 -1.4279
C -1.357 -0.481 -3.328 0.02 0.00 -0.01 -0.4647
C -0.748 2.438 -2.067 0.00 -0.17 0.17 0.7400
O -0.155 1.679 -1.087 -0.28 0.21 -0.35 1.9616
H -0.759 5.924 0.863 0.01 -0.01 0.01 0.4439
H -0.582 6.159 -0.879 -0.01 0.00 -0.01 0.4738
H 0.505 5.069 -0.023 0.00 -0.01 0.00 0.1148
H -2.496 4.663 -0.325 0.03 0.02 0.00 0.7678
H -0.421 3.013 1.140 0.02 0.07 -0.05 -0.1498
H -2.033 2.389 0.698 0.02 0.02 -0.02 0.0523
H -1.841 3.784 1.757 -0.02 0.01 -0.02 0.5204
H -2.249 5.431 -2.468 0.00 0.01 -0.01 0.5642
H -2.164 4.727 -4.833 -0.01 0.00 0.00 0.4240
H -1.297 2.494 -5.393 0.00 0.00 -0.01 0.4777
H -0.600 0.621 -4.972 -0.01 -0.01 0.00 0.7148
H 1.333 0.012 -2.707 -0.02 -0.03 -0.01 -0.3597
H 1.731 0.761 -4.266 0.01 0.02 0.00 0.3907
H 1.128 -0.892 -4.194 0.00 0.00 -0.01 0.5204
H -1.086 -0.698 -2.294 -0.01 0.00 -0.03 -0.6285
H -1.269 -1.408 -3.898 -0.01 0.01 -0.01 0.5233
H -2.397 -0.151 -3.372 0.00 0.02 -0.03 0.5510
```
Forces are in eV/Å.

=====

[3]
DFT (wB97M-V/def2-TZVPD) results for a structure of composition C45H46AsF7N3V in a non-equilibrium geometry.

The multiplicity is 2. As for the net charge: -1. For the HOMO-LUMO gap (spin up / spin down), the calculation gives 5.914 / 5.354 eV.

```
103
Properties=species:S:1:pos:R:3:forces:R:3:mulliken_charge:R:1
V -1.161 0.546 1.255 -1.81 0.82 0.43 -0.1137
C -4.216 0.666 -1.928 -0.02 0.21 0.01 -1.1405
C -4.366 2.171 -1.698 -0.08 -0.07 0.11 -0.5342
N -4.580 2.516 -0.313 0.21 0.01 0.02 0.6473
C -5.847 2.179 0.281 -0.06 0.01 -0.02 -0.7845
C -7.060 2.865 -0.370 0.16 -0.10 0.09 -1.2595
C -3.823 3.571 0.307 0.11 -0.23 0.12 -1.4788
C -2.970 3.165 1.569 -0.35 -0.10 -0.10 -0.6823
N -2.734 1.740 1.664 -0.25 0.50 -0.66 0.5452
C -2.337 1.178 2.824 -0.08 0.19 1.01 0.0353
C -2.566 -0.240 2.945 -0.04 0.02 -0.79 1.0810
F -3.515 -0.777 2.136 -0.38 -0.22 0.32 -0.4719
C -2.158 -0.955 4.061 0.34 0.14 0.74 0.3976
F -2.497 -2.248 4.158 -0.04 -0.14 -0.14 -0.3327
C -1.459 -0.372 5.088 -0.21 -0.45 -0.12 -0.8318
C -1.253 1.008 5.015 -0.17 0.35 -0.41 0.6141
F -0.623 1.618 6.037 0.09 0.07 0.13 -0.3927
C -1.677 1.761 3.958 0.12 -0.16 0.54 -0.0079
F -1.484 3.094 4.004 -0.03 0.24 -0.06 -0.4772
H -3.848 0.466 -2.938 -0.06 -0.01 0.00 0.4446
H -5.169 0.150 -1.803 0.03 -0.05 0.02 0.3873
H -3.507 0.256 -1.209 0.03 -0.10 0.05 0.0115
H -5.177 2.555 -2.341 0.07 0.01 -0.06 0.3801
H -3.452 2.667 -2.020 0.07 0.04 -0.03 0.2426
H -5.802 2.460 1.335 0.03 -0.09 0.01 0.3551
H -5.988 1.093 0.257 -0.03 0.01 0.07 0.4067
H -6.892 3.941 -0.449 -0.04 0.01 -0.01 0.2611
H -7.959 2.696 0.226 -0.01 0.00 -0.03 0.4270
H -7.237 2.466 -1.370 -0.05 0.07 -0.03 0.2926
H -4.501 4.376 0.629 0.10 0.15 0.00 0.2852
H -3.162 4.006 -0.445 0.03 -0.05 0.00 0.5534
H -3.509 3.492 2.465 0.00 0.03 -0.04 0.5485
H -2.037 3.740 1.548 -0.06 0.16 -0.01 0.0806
H -1.114 -0.943 5.937 0.04 -0.02 -0.03 0.5121
C 7.511 0.691 0.083 -0.06 -0.02 0.00 -1.6503
C 6.033 0.469 -0.091 -0.03 -0.05 0.01 0.9322
C 5.199 1.455 -0.596 0.03 -0.04 0.00 -1.1394
C 3.833 1.248 -0.759 -0.10 0.06 -0.03 0.7887
C 3.001 2.385 -1.282 0.03 -0.03 0.01 -0.9181
C 3.258 0.013 -0.419 -0.11 0.09 0.07 0.3468
As 1.310 -0.470 -0.620 0.49 -0.19 -0.50 0.7879
N 0.437 0.795 0.384 1.62 0.45 -1.07 0.7214
C 1.031 1.460 1.444 1.23 0.69 0.25 -0.1153
C 0.741 2.822 1.661 -0.14 -0.27 -0.10 0.5800
C 1.298 3.517 2.721 0.04 0.06 0.14 -1.2058
C 2.181 2.891 3.586 -0.08 0.00 -0.05 -0.7842
C 2.490 1.549 3.388 0.06 0.03 0.10 -1.1553
C 1.927 0.843 2.345 -0.29 -0.07 -0.13 -0.2456
C 1.070 0.049 -2.547 -0.11 0.23 0.00 -0.7792
C 1.702 -0.851 -3.422 0.17 -0.02 0.18 0.2630
C 2.615 -1.941 -2.912 -0.01 0.08 -0.08 -1.1997
C 1.547 -0.738 -4.800 -0.05 0.03 -0.08 -0.8613
C 0.766 0.256 -5.359 0.02 0.01 -0.06 0.6132
C 0.559 0.373 -6.846 0.00 -0.02 0.11 -1.6975
C 0.143 1.146 -4.497 -0.03 -0.10 0.04 -0.7843
C 0.262 1.063 -3.113 0.11 -0.09 -0.06 1.5448
C -0.477 2.113 -2.327 0.16 -0.02 -0.01 -0.9712
C 4.095 -0.983 0.113 -0.10 -0.11 0.05 1.3114
C 3.598 -2.347 0.543 0.02 0.16 -0.02 -2.1151
C 5.457 -0.741 0.264 0.07 0.05 -0.04 -1.0283
H 7.798 1.701 -0.211 0.00 0.00 0.00 0.3553
H 8.080 -0.017 -0.522 0.03 0.02 0.00 0.3321
H 7.803 0.541 1.124 0.03 0.02 -0.01 0.3499
H 5.620 2.419 -0.867 -0.01 0.00 0.00 0.2877
H 3.596 3.294 -1.380 0.02 -0.02 0.01 0.4346
H 2.178 2.587 -0.596 -0.08 0.04 -0.08 -0.2082
H 2.585 2.136 -2.258 -0.07 0.03 -0.02 0.2071
H 0.083 3.319 0.957 0.01 -0.01 -0.01 0.6812
H 1.045 4.561 2.867 -0.02 -0.02 0.01 0.4213
H 2.614 3.438 4.414 0.01 -0.01 -0.01 0.3915
H 3.180 1.050 4.059 -0.04 -0.02 0.01 0.4659
H 2.144 -0.210 2.207 0.07 0.00 0.03 0.6014
H 2.271 -2.325 -1.950 0.06 -0.13 -0.07 -0.2689
H 3.627 -1.552 -2.768 -0.02 -0.03 0.05 0.3260
H 2.666 -2.767 -3.621 -0.02 0.00 -0.02 0.4936
H 2.051 -1.450 -5.446 0.00 -0.01 0.02 0.3482
H 1.240 -0.275 -7.397 0.00 0.01 0.00 0.3569
H 0.714 1.401 -7.177 0.00 -0.01 -0.05 0.3552
H -0.463 0.092 -7.108 0.01 0.00 -0.05 0.3145
H -0.466 1.940 -4.920 -0.03 -0.01 0.03 0.3653
H -1.140 2.670 -2.991 -0.02 -0.03 0.02 0.3820
H 0.218 2.826 -1.881 0.00 -0.02 0.15 0.1840
H -1.061 1.674 -1.528 -0.11 0.00 0.19 -0.3351
H 2.521 -2.362 0.697 0.01 -0.10 0.04 0.2664
H 4.087 -2.650 1.470 0.01 -0.02 -0.01 0.5452
H 3.840 -3.093 -0.218 -0.05 -0.03 0.02 0.4060
H 6.087 -1.523 0.678 -0.03 -0.01 0.01 0.4182
F 0.211 -8.499 2.505 -0.03 0.00 -0.14 -0.2672
C -0.102 -8.152 1.230 -0.01 -0.19 0.04 0.8417
F -1.177 -8.916 0.901 0.12 0.06 0.04 -0.2701
F 0.918 -8.577 0.455 -0.10 0.01 0.08 -0.2951
C -0.373 -6.696 1.091 0.03 0.16 -0.03 0.4720
C 0.366 -5.906 0.218 -0.02 -0.11 0.05 -0.5014
C 0.102 -4.555 0.123 -0.05 0.08 0.08 -0.4682
C -0.901 -3.957 0.904 0.10 -0.04 -0.11 0.1569
C -1.645 -4.773 1.772 -0.02 -0.01 -0.03 -0.8128
C -1.382 -6.124 1.862 0.04 -0.12 -0.08 -0.8517
C -1.112 -2.556 0.830 0.01 0.06 -0.32 0.6101
C -1.164 -1.334 0.746 -0.46 -1.76 0.23 -1.2139
H 1.146 -6.357 -0.382 0.00 0.04 -0.01 0.4446
H 0.665 -3.922 -0.551 0.02 -0.03 -0.01 0.6020
H -2.422 -4.321 2.373 0.01 0.02 0.02 0.4829
H -1.955 -6.751 2.535 -0.02 0.04 0.02 0.3531
```
Forces are in eV/Å.

=====

Number 1: E -3768.5035 Eh. Number 2: E -5051.4493 Eh. Number 3: E -5785.3949 Eh.